[1]
Computed, not measured: a molecular structure, H3NO3Si at a distorted geometry, with wB97M-V/def2-TZVPD.

```
8
H3NO3Si wB97M-V/def2-TZVPD
Si -0.17516 0.08583 -0.00030
O -0.32677 2.77462 -1.16493
O 0.76095 -1.19343 0.34468
O 1.60426 1.88683 -1.79690
N 0.50716 1.86731 -1.24558
H 1.50270 -1.44220 -0.10894
H -0.40308 0.90197 1.12356
H -1.33962 -0.47466 -0.72343
```

As for the charge: 0. The total energy is -15556.203 eV.

---

[2]
Computed, not measured: a gas-phase ion, H3NO4P (charge -1) at a distorted geometry, with wB97M-V/def2-TZVPD.

```
9
H3NO4P wB97M-V/def2-TZVPD
P -0.18765 -0.69037 -0.12139
O 0.89435 -0.63887 -1.14032
O 1.84720 0.75177 1.00633
O -0.92609 -1.90482 0.25328
O 0.84306 -0.07734 1.55248
N -1.21323 0.65264 -0.27137
H -2.16129 0.30878 -0.28073
H -0.97587 1.18804 -1.09157
H 1.87951 0.41017 0.09328
```

As for the charge: -1. The total energy is -19019.102 eV.

---

[3]
Computed, not measured: a gas-phase ion, H3NO5P2 (charge -2) at a distorted geometry, with wB97M-V/def2-TZVPD.

```
11
H3NO5P2 wB97M-V/def2-TZVPD
P 2.22350 -0.06906 0.16330
P -0.90608 -0.81498 0.10799
O 1.70846 0.71506 -1.36566
O 0.58996 -0.41711 0.77283
O 2.83517 0.95492 1.00646
O -1.38137 -1.97495 0.87515
O -0.79397 -1.04672 -1.37640
N -1.98580 0.48402 0.45497
H 0.96979 0.11312 -1.56174
H -1.60360 0.87606 1.27741
H -1.65607 1.17965 -0.35433
```

As for the charge: -2. The total energy is -30358.525 eV.

---

[4]
Computed, not measured: a single H3NOS molecule at a distorted geometry, with wB97M-V/def2-TZVPD.

```
6
H3NOS wB97M-V/def2-TZVPD
S -1.01504 0.85172 -0.04540
O -1.92877 -0.41668 0.19775
N 0.59666 0.05807 0.23679
H 0.65869 0.50278 1.24247
H 1.28335 0.46746 -0.42350
H -1.89365 -1.14831 -0.45591
```

As for the charge: 0. The total energy is -14420.062 eV.

---

[5]
Computed, not measured: 2 unconnected molecules or ions with the total composition H3NOS at a distorted geometry, with wB97M-V/def2-TZVPD.

```
6
H3NOS wB97M-V/def2-TZVPD
S -0.74652 -1.08119 0.69469
O -1.87139 -0.04630 0.80075
N 0.42304 -0.00687 0.59052
H 1.30292 -0.22110 0.88694
H -2.44656 0.22199 0.04905
H 1.25344 0.29129 -0.81918
```

As for the charge: 0. The total energy is -14417.232 eV.

---

[6]
Computed, not measured: 2 unconnected molecules or ions with the total composition H3NOS2 at a distorted geometry, with wB97M-V/def2-TZVPD.

```
7
H3NOS2 wB97M-V/def2-TZVPD
S 0.39267 0.55137 0.05830
S 1.16135 1.12300 1.73491
O 1.21287 0.48473 -1.09226
N -0.53166 -0.86663 0.01730
H -0.61496 -0.97815 -0.93122
H -1.17060 1.46116 -0.34886
H -0.44967 -1.77547 0.56183
```

As for the charge: 0. The total energy is -25253.379 eV.

---

[7]
Computed, not measured: a single H3NP2S molecule at a distorted geometry, with wB97M-V/def2-TZVPD.

```
7
H3NP2S wB97M-V/def2-TZVPD
S -1.39465 -0.51978 0.27257
P 1.06496 0.23927 -0.29536
P -1.23600 0.90962 1.68882
N 1.27365 -0.15817 -1.81154
H 1.25188 -1.06613 0.39009
H -2.19402 0.12698 2.40109
H 1.23417 0.46821 -2.64567
```

As for the charge: 0. The total energy is -30948.779 eV.

---

[8]
Computed, not measured: a single H3NP2S molecule at a distorted geometry, with wB97M-V/def2-TZVPD.

```
7
H3NP2S wB97M-V/def2-TZVPD
S 1.95180 0.57385 -2.27079
P 0.25949 1.07216 -1.45795
P -1.07933 -0.73599 0.89509
N 0.10720 -0.15577 -0.15965
H 0.89953 -0.71844 -0.29809
H -1.89512 0.44927 1.10314
H -0.24356 -0.48507 2.18827
```

As for the charge: 0. The total energy is -30951.118 eV.

---

[9]
Computed, not measured: 2 unconnected molecules or ions with the total composition H3O2PS at a distorted geometry, with wB97M-V/def2-TZVPD.

```
7
H3O2PS wB97M-V/def2-TZVPD
S 2.59367 1.47154 -0.26606
P 3.26549 -0.58203 -0.06315
O 2.15121 -1.44896 -0.30127
O -0.56192 -0.19839 0.26598
H 1.28325 1.06306 -0.16975
H -1.16334 -0.66012 0.93196
H 0.28644 -0.68079 0.18873
```

As for the charge: 0. The total energy is -24268.001 eV.

---

[10]
Computed, not measured: 2 unconnected molecules or ions with the total composition H3O2PS at a distorted geometry, with wB97M-V/def2-TZVPD.

```
7
H3O2PS wB97M-V/def2-TZVPD
S -1.91848 0.80765 -0.18012
P 3.65375 0.08653 0.25529
O 3.64023 1.28202 -0.55127
O 2.15356 -0.50507 0.20120
H -1.64092 1.21238 1.05237
H 1.23727 -0.20600 -0.15852
H -1.95364 -0.49358 0.03229
```

As for the charge: 0. The total energy is -24268.239 eV.

---

[11]
Computed, not measured: 2 unconnected molecules or ions with the total composition H3O4PSi at a distorted geometry, with wB97M-V/def2-TZVPD.

```
9
H3O4PSi wB97M-V/def2-TZVPD
P 0.19108 -0.39311 -2.17310
Si -0.11549 0.30384 1.64770
O 0.55159 -1.76639 -2.51802
O 0.94596 -0.50564 0.94416
O -1.20486 -0.11239 -1.92400
O 1.19902 0.64190 -2.36361
H 0.50095 1.21280 2.71674
H -1.19428 1.04276 1.12116
H -0.87397 -0.42378 2.54898
```

As for the charge: -2. The total energy is -25406.651 eV.

---

[12]
Computed, not measured: a molecular structure, H3O4SSi at a distorted geometry, with wB97M-V/def2-TZVPD.

```
9
H3O4SSi wB97M-V/def2-TZVPD
S -1.02168 -0.40351 -0.87866
Si 0.94303 0.24668 0.87417
O -0.54828 0.69727 -1.66103
O -1.39789 -1.45995 -1.75484
O 0.44157 -0.97081 -0.02807
O -2.06671 -0.07186 0.12205
H 2.35062 -0.18179 1.53837
H -0.09107 0.68495 1.84254
H 1.39041 1.45902 -0.05453
```

As for the charge: -1. The total energy is -26953.524 eV.

---

Computed Kohn-Sham gap, in the same sequence as the records: 9.90; 8.31; 6.93; 9.36; 8.04; 8.96; 5.97; 7.94; 9.20; 10.38; 7.84; 9.30 eV.
Computed relative energy (zero: lowest compared OMol25 entry of this formula, charge and spin), in the same sequence as the records: 21.4; 16.4; 0.0; 9.6; 74.9; 58.0; 69.2; 15.2; 31.8; 26.3; 16.2; 3.1 kcal per mole.